The following is a DFT calculation (ωB97M-V/def2-TZVPD) of a cluster of 9 separate species, C50H113N11O10 in total at a distorted geometry.

Cartesian coordinates (Å):
C 1.64 -3.07 -5.19
C 2.68 -2.58 -6.21
C 2.15 -2.72 -7.63
C 2.88 -1.09 -5.94
C 3.83 -0.83 -4.79
C 5.15 -1.51 -5.09
C 5.00 -3.03 -5.19
C 6.33 -3.53 -5.79
C 4.89 -3.62 -3.79
N 3.94 -3.33 -6.13
O 3.67 -4.72 -6.18
H 0.67 -2.63 -5.46
H 1.48 -4.15 -5.30
H 1.95 -2.84 -4.17
H 2.84 -2.32 -8.38
H 1.94 -3.77 -7.85
H 1.24 -2.12 -7.76
H 3.22 -0.53 -6.81
H 1.94 -0.64 -5.60
H 4.01 0.24 -4.63
H 3.45 -1.08 -3.80
H 5.82 -1.36 -4.24
H 5.52 -1.06 -6.01
H 6.29 -3.83 -6.84
H 6.75 -4.35 -5.20
H 7.12 -2.77 -5.73
H 5.81 -3.44 -3.23
H 4.66 -4.68 -3.85
H 4.05 -3.27 -3.18
H 3.96 -4.95 -7.07
C -1.79 -2.70 6.53
C -1.88 -1.16 6.53
C -3.31 -0.81 7.00
C -0.87 -0.68 7.58
C -0.49 0.77 7.36
C 0.05 0.96 5.95
C -1.00 0.58 4.88
C -1.97 1.82 4.92
C -0.25 0.51 3.57
N -1.59 -0.71 5.16
O -2.61 -1.05 4.27
H -2.59 -3.11 5.90
H -0.83 -3.04 6.12
H -1.95 -3.07 7.54
H -3.60 -1.41 7.86
H -3.30 0.23 7.33
H -4.07 -0.98 6.24
H -1.38 -0.68 8.55
H -0.04 -1.37 7.77
H -1.39 1.38 7.46
H 0.17 1.15 8.14
H 0.83 0.18 5.85
H 0.51 1.93 5.80
H -1.60 2.72 5.39
H -2.86 1.51 5.49
H -2.36 1.98 3.91
H -0.73 0.09 2.68
H 0.69 -0.02 3.74
H 0.04 1.48 3.14
H -3.25 -0.32 4.26
C -6.35 1.06 0.38
C -5.22 0.04 0.65
C -4.02 0.78 1.25
C -5.63 -1.03 1.65
C -6.51 -2.12 1.02
C -5.82 -2.75 -0.19
C -5.45 -1.70 -1.25
C -4.51 -2.38 -2.24
C -6.72 -1.22 -1.96
N -4.73 -0.60 -0.59
O -4.18 0.31 -1.52
H -6.20 1.94 1.00
H -6.37 1.41 -0.65
H -7.32 0.58 0.53
H -4.38 1.24 2.17
H -3.14 0.16 1.46
H -3.61 1.54 0.58
H -4.76 -1.58 2.03
H -6.23 -0.67 2.49
H -6.78 -2.88 1.75
H -7.40 -1.67 0.56
H -6.49 -3.44 -0.69
H -4.92 -3.27 0.15
H -4.21 -1.68 -3.02
H -4.88 -3.28 -2.72
H -3.63 -2.66 -1.67
H -7.50 -0.85 -1.30
H -7.11 -2.03 -2.58
H -6.50 -0.43 -2.69
H -4.95 0.68 -1.98
C 0.98 4.87 -0.64
C -0.45 4.45 -0.22
C -0.98 3.49 -1.27
C -0.27 3.70 1.10
C -0.07 4.61 2.32
C -1.17 5.65 2.33
C -1.37 6.49 1.06
C -2.70 7.22 1.10
C -0.21 7.50 0.99
N -1.37 5.57 -0.10
O -1.47 6.30 -1.30
H 0.94 5.64 -1.42
H 1.53 5.38 0.15
H 1.66 4.07 -0.93
H -1.93 3.05 -0.94
H -1.13 3.94 -2.25
H -0.36 2.63 -1.50
H -1.16 3.14 1.40
H 0.59 3.04 0.98
H -0.05 4.00 3.23
H 0.94 5.02 2.28
H -1.01 6.37 3.14
H -2.10 5.17 2.65
H -3.16 7.19 2.10
H -3.47 6.82 0.45
H -2.59 8.29 0.94
H -0.36 8.20 0.17
H 0.78 7.08 0.91
H -0.23 8.12 1.89
H -0.63 6.78 -1.37
C 3.67 -0.57 3.72
C 4.99 0.19 3.45
C 5.74 0.34 4.79
C 5.88 -0.63 2.53
C 5.39 -0.66 1.09
C 5.27 0.77 0.56
C 4.41 1.67 1.46
C 4.76 3.10 1.01
C 2.92 1.37 1.21
N 4.79 1.50 2.85
O 4.15 2.40 3.74
H 3.21 -0.68 2.74
H 3.89 -1.54 4.19
H 2.95 -0.10 4.39
H 6.47 -0.47 4.85
H 6.34 1.24 4.83
H 5.04 0.26 5.61
H 6.93 -0.34 2.49
H 5.90 -1.67 2.89
H 6.14 -1.11 0.41
H 4.53 -1.31 0.91
H 4.71 0.74 -0.38
H 6.23 1.23 0.34
H 5.82 3.29 1.09
H 4.23 3.78 1.68
H 4.48 3.28 -0.03
H 2.57 1.88 0.31
H 2.34 1.84 2.01
H 2.66 0.33 1.03
H 3.23 2.08 3.73
N -0.33 0.56 -6.38
C -1.37 0.87 -5.53
N -2.50 0.10 -5.69
O -1.27 1.74 -4.68
H 0.39 1.25 -6.50
H -0.27 -0.24 -6.99
H -2.50 -0.64 -6.37
H -3.34 0.30 -5.19
N -0.29 -5.70 -3.82
C -1.58 -5.48 -4.20
N -2.12 -4.27 -3.79
O -2.28 -6.29 -4.81
H 0.10 -6.61 -3.94
H 0.21 -5.04 -3.23
H -1.50 -3.61 -3.34
H -3.11 -4.19 -3.84
N -0.53 -3.39 0.25
C 0.35 -4.24 -0.39
N 0.97 -5.16 0.47
O 0.56 -4.22 -1.60
H -0.84 -3.56 1.19
H -1.14 -2.93 -0.43
H 1.43 -5.96 0.10
H 0.96 -4.80 1.41
O -1.80 -1.08 -0.77
C -1.01 0.04 -1.17
C 0.30 -0.50 -1.70
O 1.18 -0.85 -0.65
H -2.71 -0.78 -0.59
H -1.47 0.58 -1.99
H -0.86 0.59 -0.24
H 0.72 0.25 -2.37
H 0.10 -1.30 -2.42
H 0.75 -1.51 -0.09

As for the HOMO-LUMO gap: 8.46 eV. The total charge is 0. The calculation puts the LUMO energy at 0.3 eV. As for the spin multiplicity: 1. Its SMILES is CC1(C)CCCC(C)(C)N1O.CC1(C)CCCC(C)(C)N1O.CC1(C)CCCC(C)(C)N1O.CC1(C)CCCC(C)(C)N1O.CC1(C)CCCC(C)(C)N1O.NC(N)=O.NC(N)=O.NC(N)=O.OCCO.